<P>
# C23H31N3O4S

An isolated molecule of C23H31N3O4S (ωB97M-V with the def2-TZVPD basis set, the OMol25 dataset).

Cartesian coordinates (Å):
C: 4.787 5.284 0.540
O: 3.402 5.256 0.309
C: 2.842 4.093 -0.138
C: 1.466 4.125 -0.371
C: 0.800 3.006 -0.814
C: 1.482 1.808 -1.056
N: 0.761 0.679 -1.439
C: 1.325 -0.641 -1.312
C: 0.180 -1.630 -1.047
N: -0.779 -1.580 -2.124
C: -1.290 -2.600 -2.856
O: -2.069 -2.391 -3.769
C: -0.932 -4.027 -2.472
C: -2.033 -4.580 -1.543
C: -2.242 -3.673 -0.365
C: -1.531 -3.852 0.818
C: -1.658 -2.949 1.860
C: -2.491 -1.858 1.709
S: -2.615 -0.660 3.027
O: -3.374 0.462 2.547
O: -3.034 -1.303 4.237
N: -1.003 -0.278 3.247
C: -0.401 0.669 2.324
C: 1.110 0.450 2.307
C: -0.748 2.117 2.659
C: -3.230 -1.677 0.556
C: -3.110 -2.591 -0.477
C: -1.296 -0.239 -2.330
C: -0.151 0.743 -2.560
C: 2.855 1.788 -0.828
C: 3.528 2.909 -0.369
H: 5.010 6.295 0.877
H: 5.353 5.076 -0.374
H: 5.081 4.571 1.318
H: 0.937 5.046 -0.185
H: -0.268 3.052 -0.959
H: 2.007 -0.669 -0.463
H: 1.867 -0.948 -2.223
H: 0.589 -2.630 -0.925
H: -0.317 -1.342 -0.112
H: 0.044 -4.112 -2.000
H: -0.925 -4.616 -3.390
H: -2.957 -4.651 -2.117
H: -1.748 -5.581 -1.213
H: -0.872 -4.702 0.921
H: -1.116 -3.068 2.785
H: -0.816 -0.073 4.217
H: -0.819 0.421 1.342
H: 1.532 0.700 3.278
H: 1.336 -0.591 2.091
H: 1.567 1.083 1.552
H: -1.828 2.241 2.658
H: -0.362 2.379 3.642
H: -0.308 2.783 1.921
H: -3.882 -0.821 0.488
H: -3.680 -2.457 -1.384
H: -1.963 -0.268 -3.193
H: -1.860 0.060 -1.438
H: -0.544 1.752 -2.667
H: 0.371 0.474 -3.494
H: 3.427 0.892 -1.016
H: 4.592 2.841 -0.207

Spin multiplicity: 1
M in g/mol: 445.6
SMILES string: COc1ccc(N2CCN(C(=O)CCc3ccc(S(=O)(=O)NC(C)C)cc3)CC2)cc1

Atomic partial charges in e from the natural (NBO) method, atoms 1 to 6: C -0.251; O -0.495; C 0.281; C -0.237; C -0.224; C 0.132



<Q>
# C23H31N3O4S

An isolated molecule of C23H31N3O4S (ωB97M-V with the def2-TZVPD basis set, the OMol25 dataset).

Cartesian coordinates (Å):
C: -6.115 -1.852 -1.521
C: -5.628 -1.712 -0.082
N: -4.589 -0.702 0.074
C: -4.987 0.604 0.552
C: -5.449 1.542 -0.565
C: -3.343 -1.057 -0.331
O: -3.129 -2.168 -0.779
C: -2.226 -0.023 -0.172
C: -1.099 -0.267 -1.188
C: -0.237 -1.477 -0.832
N: 0.259 -1.323 0.520
S: 1.512 -2.366 0.902
O: 1.798 -2.196 2.297
O: 1.268 -3.696 0.419
C: 2.849 -1.679 -0.032
C: 3.933 -2.389 -0.619
C: 4.172 -3.847 -0.583
N: 4.741 -1.551 -1.212
O: 4.248 -0.298 -1.043
C: 3.111 -0.356 -0.327
C: 2.368 0.828 -0.021
C: 2.727 2.052 -0.444
C: 1.995 3.281 -0.213
C: 2.605 4.504 -0.502
C: 1.926 5.690 -0.300
C: 0.627 5.679 0.176
C: -0.009 4.474 0.461
C: -1.429 4.457 0.941
C: 0.683 3.291 0.267
C: -0.825 -1.322 1.481
C: -1.672 -0.073 1.263
H: -5.281 -2.127 -2.160
H: -6.867 -2.635 -1.575
H: -6.549 -0.925 -1.886
H: -6.457 -1.455 0.580
H: -5.203 -2.669 0.235
H: -4.165 1.067 1.099
H: -5.808 0.463 1.262
H: -6.364 1.177 -1.022
H: -5.641 2.531 -0.158
H: -4.689 1.623 -1.338
H: -2.630 0.974 -0.368
H: -1.531 -0.424 -2.177
H: -0.463 0.621 -1.225
H: 0.625 -1.537 -1.500
H: -0.824 -2.397 -0.928
H: 3.226 -4.374 -0.674
H: 4.857 -4.131 -1.377
H: 4.611 -4.117 0.377
H: 1.488 0.643 0.574
H: 3.645 2.150 -1.009
H: 3.618 4.517 -0.876
H: 2.410 6.631 -0.519
H: 0.099 6.609 0.326
H: -1.638 3.554 1.511
H: -2.110 4.487 0.089
H: -1.637 5.323 1.566
H: 0.190 2.355 0.478
H: -0.374 -1.323 2.474
H: -1.445 -2.222 1.368
H: -2.485 -0.067 1.992
H: -1.050 0.808 1.438

Spin multiplicity: 1
M in g/mol: 445.6
SMILES string: CCN(CC)C(=O)C1CCN(S(=O)(=O)c2c(C)noc2/C=C/c2cccc(C)c2)CC1

Atomic partial charges in e from the natural (NBO) method, atoms 1 to 6: C -0.617; C -0.212; N -0.448; C -0.205; C -0.618; C 0.698



Consider the structures shown above. The least stable of them is <Q>.